# C3H2F13K2N2O18S7

A molecular structure, C3H2F13K2N2O18S7 in a non-equilibrium geometry (ωB97M-V/def2-TZVPD, OMol25).

As for the charge: -3. Its largest force on an atom is 7.741 eV/Å. The value obtained for the HOMO-LUMO gap is 6.2 eV.

Each line ends with the Löwdin charge.
Geometry (Å):
K  1.2695  -1.8426  -1.6726  0.882
K  0.0114  -3.0545  3.2581  0.899
S  -3.7980  0.2740  -4.7171  0.467
S  3.6127  1.2516  -2.2095  0.483
S  2.5192  -1.3150  5.1324  0.474
S  -0.6598  1.2963  0.2563  0.424
S  -0.8450  0.9782  2.6333  0.573
S  -2.0590  -3.3339  -1.6587  0.432
S  -2.9587  -2.5866  0.4018  0.589
F  2.5373  0.2156  7.2772  0.087
F  2.1608  1.3671  5.5042  0.150
F  -2.5740  -3.9647  -3.0523  -0.200
F  2.5244  0.1097  -4.3558  0.111
F  1.2259  1.5601  -3.4216  0.150
F  -1.5872  0.8180  -3.2304  0.120
F  4.1831  0.6561  5.9358  0.117
F  -0.0998  1.5205  3.9225  -0.178
F  -2.2403  2.5295  -4.3274  0.099
F  -3.7458  -3.4585  1.5049  -0.225
F  -3.4309  1.9143  -2.6512  0.094
F  0.0049  2.3233  -0.7953  -0.183
F  2.9289  2.2194  -4.6250  0.098
O  -1.6646  -1.9761  -1.9764  -0.316
O  -3.9537  -0.9282  -3.9448  -0.335
O  -2.0796  1.4276  0.1155  -0.254
O  2.7630  2.6176  1.6415  -0.083
O  4.9580  1.0441  -2.7541  -0.357
O  -1.6369  -2.6187  0.9964  -0.372
O  -3.7291  -1.3491  0.3921  -0.241
O  -0.0715  0.0760  -0.2205  -0.351
O  -0.9022  -4.2193  -1.3642  -0.373
O  2.5967  -1.0906  3.6928  -0.337
O  1.2040  -1.7670  5.6196  -0.413
O  3.5967  -2.1453  5.6827  -0.365
O  -0.3932  -0.4047  2.6042  -0.373
O  -5.0338  1.0062  -4.9889  -0.380
O  3.4660  2.5589  -1.6093  -0.322
O  -2.2257  1.2464  2.9289  -0.267
O  3.0352  0.1445  -1.4641  -0.427
O  -2.9381  0.1489  -5.9225  -0.402
N  -3.3542  -3.5480  -0.9193  -0.247
N  -0.1175  1.9648  1.5000  -0.271
C  2.4708  1.2911  -3.7544  -0.664
C  2.8737  0.3741  5.9804  -0.651
C  -2.6744  1.4458  -3.6648  -0.637
H  3.0070  2.8369  0.7324  0.000
H  1.8236  2.3862  1.5868  -0.025



# C9H14O

2 unconnected molecules or ions with the total composition C9H14O in a non-equilibrium geometry (ωB97M-V/def2-TZVPD, OMol25).

The value obtained for the energy above the lowest of the compared OMol25 structures with the same formula, charge and spin is 143.3 kJ/mol. As for the charge: 0. The SMILES is Cc1ccc(O)cc1.CC. Its largest force on an atom is 5.527 eV/Å. The value obtained for the HOMO-LUMO gap is 8.6 eV.

Each line ends with the Löwdin charge.
Geometry (Å):
O  -0.5003  -0.1843  -2.9546  0.068
C  1.7351  1.4637  -0.8835  -0.056
C  1.7596  1.9384  1.6256  -0.079
C  1.2055  0.8676  -1.9528  -0.022
C  -0.7372  0.0773  -0.5972  -0.006
C  1.1493  1.3608  0.4259  -0.305
C  -2.5197  -2.6198  1.8542  -0.133
C  -0.0614  0.1902  -1.8132  -0.390
C  -0.0789  0.6857  0.5527  -0.048
C  -1.0583  -2.6201  2.5516  -0.137
H  2.7818  1.8646  1.8295  0.048
H  -1.3166  -0.7336  -3.0140  0.148
H  -0.4051  -3.4332  2.1905  0.057
H  1.6321  3.1003  1.5236  0.120
H  1.5637  0.9433  -2.9992  0.130
H  -0.5345  -1.7426  2.0945  0.032
H  -1.6224  -0.5369  -0.4382  0.091
H  -3.1288  -2.8454  2.6705  0.024
H  -0.6236  0.5872  1.5232  0.108
H  -1.1438  -2.5061  3.6463  0.061
H  -2.7430  -1.5870  1.5351  0.050
H  -2.5501  -3.3214  1.0503  0.047
H  1.1179  1.5343  2.4384  0.081
H  2.6116  2.0880  -0.9934  0.112



# C3H7AgCl2NO

A molecular structure, C3H7AgCl2NO in a non-equilibrium geometry (ωB97M-V/def2-TZVPD, OMol25).

The value obtained for the energy above the lowest of the compared OMol25 structures with the same formula, charge and spin is 121.2 kJ/mol. As for the charge: -1. Its largest force on an atom is 4.088 eV/Å. The value obtained for the HOMO-LUMO gap is 6.5 eV.

Each line ends with the Löwdin charge.
Geometry (Å):
Ag  -2.4827  -2.3474  -1.0317  0.378
Cl  -4.2390  -2.0583  -3.1178  -0.679
Cl  -3.4542  -4.5869  0.3352  -0.700
O  -0.9839  -0.6660  -0.0182  -0.091
N  1.0200  0.2958  -0.5419  0.035
C  2.3048  1.0510  -0.3629  -0.051
C  -0.2278  0.9974  1.4761  -0.011
C  -0.0388  0.1558  0.2521  -0.498
H  2.3114  1.9164  0.2998  0.077
H  2.5002  1.5193  -1.3276  0.074
H  -0.8922  0.4942  2.1786  0.089
H  1.0850  -0.3740  -1.2949  0.144
H  3.1417  0.3795  -0.1712  0.078
H  -0.7030  1.9571  1.2731  0.088
H  0.6582  1.2662  2.0513  0.068



# C5H10O2

2 unconnected molecules or ions with the total composition C5H10O2 (ωB97M-V/def2-TZVPD, OMol25).

The value obtained for the energy above the lowest of the compared OMol25 structures with the same formula, charge and spin is 242.9 kJ/mol. As for the charge: 0. The SMILES is C[C@H]1OCCC1=O.[H][H]. Its largest force on an atom is 0.637 eV/Å. The value obtained for the HOMO-LUMO gap is 10.6 eV.

Each line ends with the Löwdin charge.
Geometry (Å):
O  0.0364  -2.0641  -0.0933  0.060
O  0.2636  1.4426  0.0297  -0.097
C  -1.1384  1.2836  0.2355  -0.187
C  -0.1604  -0.8751  -0.0170  -0.467
C  0.9221  0.1914  0.1012  -0.340
C  1.8230  -0.0234  -1.0988  -0.020
C  -1.4709  -0.1397  -0.1965  -0.080
H  1.2078  -0.0164  -2.0046  0.095
H  -1.6517  -0.1933  -1.2750  0.136
H  -1.6431  2.0451  -0.3644  0.122
H  1.4855  0.1140  1.0432  0.156
H  -1.3984  1.4631  1.2890  0.118
H  -0.4856  -0.8529  2.2581  0.100
H  -0.3500  -1.5189  1.9627  0.099
H  -2.3136  -0.6036  0.3204  0.128
H  2.5816  0.7547  -1.1801  0.086
H  2.2921  -1.0072  -1.0102  0.091